Formula: C2H4N2S2
Source: the Open Molecules 2025 dataset
Level of theory: ωB97M-V/def2-TZVPD

Values from the calculation:
maximum force: 3.3 eV/A
spin multiplicity: 1
lowest unoccupied orbital energy: -0.3 eV
highest occupied orbital energy: -8.511 eV
DFT total energy: -984.45773 a.u.
gap between HOMO and LUMO: 8.23 eV
relative energy (zero: lowest compared OMol25 entry of this formula, charge and spin): 35.9 kcal per mole
SMILES: NC(=S)/C=N/S

The geometry in XYZ format:
```
10
Properties=species:S:1:pos:R:3:mulliken_charge:R:1
N -1.31 1.17 -0.07 -0.35
C -1.20 -0.14 -0.08 0.17
S -2.48 -1.21 -0.04 -0.36
C 0.13 -0.88 -0.05 -0.01
N 1.13 -0.08 -0.05 -0.39
S 2.75 -0.72 -0.09 -0.13
H -0.44 1.72 0.03 0.26
H -2.15 1.74 -0.14 0.21
H 0.28 -1.95 0.08 0.44
H 3.29 0.35 0.42 0.15
```